Entry 1:
Computed, not measured: a molecular structure, C34H45BF3N7O3PtS5, with ωB97M-V/def2-TZVPD.

Calculated values
- HOMO level (spin up / spin down): -6.43 / -7.16 eV
- LUMO level (spin up / spin down): 0.43 / -0.21 eV
- Energy relative to the best compared isomer or geometry (same formula, charge and spin): 0.0 kJ/mol
- Frontier orbital gap (spin up / spin down): 0.2522 / 0.2556 Ha
- 2S+1: 3

The geometry in XYZ format:
```
99
C34H45BF3N7O3PtS5 ωB97M-V/def2-TZVPD
Pt 0.271 -0.201 -0.403
C -3.329 4.153 1.226
C -2.038 4.461 0.460
C -1.728 5.958 0.474
C -2.223 3.996 -0.977
N -0.923 3.761 1.172
C -0.724 3.988 2.527
C 0.233 3.144 2.950
N 0.651 2.414 1.866
B 1.564 1.176 1.837
N 2.818 1.541 0.997
C 3.490 2.732 1.141
C 4.390 2.824 0.147
N 4.263 1.690 -0.641
C 3.289 0.911 -0.104
S 2.696 -0.607 -0.644
C 5.093 1.555 -1.877
C 4.803 0.292 -2.677
C 6.562 1.535 -1.444
C 4.794 2.767 -2.763
N 1.961 0.631 3.193
C 3.255 0.462 3.657
C 3.198 -0.256 4.791
N 1.867 -0.548 5.048
C 1.098 -0.012 4.045
S -0.562 -0.109 3.797
C 1.388 -1.421 6.153
C 0.386 -0.653 7.017
C 2.575 -1.816 7.029
C 0.772 -2.688 5.562
C -0.056 2.795 0.779
S 0.247 2.177 -0.810
H -4.171 4.599 0.696
H -3.323 4.553 2.239
H -3.486 3.075 1.277
H -2.535 6.500 -0.020
H -0.800 6.157 -0.064
H -1.632 6.349 1.487
H -3.082 4.540 -1.375
H -2.432 2.931 -1.032
H -1.361 4.213 -1.602
H -1.301 4.713 3.069
H 0.626 2.973 3.936
H 0.867 0.341 1.220
H 3.258 3.422 1.934
H 5.102 3.596 -0.074
H 5.021 -0.611 -2.112
H 5.457 0.319 -3.551
H 3.771 0.246 -3.013
H 6.751 0.690 -0.781
H 6.850 2.451 -0.928
H 7.197 1.434 -2.324
H 3.729 2.816 -2.992
H 5.347 2.672 -3.698
H 5.091 3.706 -2.297
H 4.104 0.867 3.137
H 3.992 -0.566 5.442
H 0.871 0.216 7.467
H 0.031 -1.300 7.820
H -0.463 -0.321 6.427
H 3.073 -0.945 7.459
H 3.304 -2.419 6.486
H 2.197 -2.419 7.855
H -0.099 -2.454 4.959
H 0.477 -3.356 6.373
H 1.507 -3.204 4.941
F -1.664 1.697 -3.551
C -2.658 0.821 -3.399
F -3.723 1.475 -2.919
F -2.977 0.339 -4.603
S -2.175 -0.554 -2.256
O -0.773 -0.819 -2.592
O -3.102 -1.604 -2.576
O -2.280 0.016 -0.922
N -0.212 -2.219 0.111
S 0.520 -3.298 -0.872
C -0.610 -4.679 -0.967
C -1.883 -4.418 -1.459
C -2.771 -5.473 -1.610
C -2.385 -6.767 -1.293
C -1.104 -7.016 -0.825
C -0.205 -5.972 -0.661
C 1.797 -3.948 0.195
C 2.973 -4.376 -0.398
C 3.993 -4.869 0.406
C 3.823 -4.914 1.780
C 2.644 -4.462 2.363
C 1.620 -3.971 1.572
H -1.221 -2.325 0.013
H -2.189 -3.420 -1.751
H -3.764 -5.273 -1.990
H -3.083 -7.585 -1.413
H -0.798 -8.025 -0.581
H 0.790 -6.164 -0.286
H 3.094 -4.306 -1.472
H 4.919 -5.203 -0.042
H 4.620 -5.293 2.408
H 2.529 -4.490 3.439
H 0.708 -3.564 1.992
```

These are the Löwdin partial charges, in e, on atoms 1 to 4:
1 Pt 0.71
2 C -0.02
3 C -0.54
4 C -0.03

---

Entry 2:
Computed, not measured: a molecular structure, C34H45CoN8O5, with ωB97M-V/def2-TZVPD.

Calculated values
- HOMO level: -12.96 eV
- Net charge: +2
- LUMO level: -6.07 eV
- Energy relative to the best compared isomer or geometry (same formula, charge and spin): 48.6 kJ/mol
- Frontier orbital gap: 0.2531 Ha

The geometry in XYZ format:
```
93
C34H45CoN8O5 ωB97M-V/def2-TZVPD
Co 0.668 1.119 -0.472
C -0.824 0.152 6.132
C -0.842 0.465 4.663
C -1.946 0.247 3.874
C -1.965 0.620 2.512
C -3.113 0.541 1.680
N -3.994 -0.416 1.640
C -3.857 -1.778 2.197
C -2.640 -2.527 1.654
C -2.649 -2.811 0.152
N -2.301 -1.649 -0.660
C -3.124 -1.067 -1.493
C -2.913 0.153 -2.154
C -3.999 0.755 -2.841
C -3.955 2.054 -3.267
C -5.083 2.702 -4.019
C -2.795 2.790 -2.950
C -1.705 2.258 -2.291
C -0.561 3.100 -2.032
N 0.454 2.831 -1.308
C 1.596 3.761 -1.440
C 2.332 4.059 -0.151
C 2.923 2.808 0.476
N 1.809 1.950 0.877
C 1.540 1.908 2.122
C 0.339 1.341 2.703
C 0.291 1.027 4.044
C -0.818 1.190 1.894
O -0.853 1.511 0.655
C -1.693 0.873 -1.964
O -0.679 0.260 -1.499
H -1.751 -0.329 6.445
H -0.701 1.057 6.728
H -0.001 -0.519 6.379
H -2.850 -0.134 4.334
H -3.271 1.343 0.963
H -4.798 -0.259 1.048
H -4.773 -2.303 1.929
H -3.830 -1.736 3.282
H -2.616 -3.491 2.168
H -1.714 -2.022 1.931
H -3.627 -3.167 -0.178
H -1.931 -3.604 -0.060
H -1.387 -1.197 -0.545
H -4.090 -1.553 -1.621
H -4.889 0.160 -3.020
H -5.918 2.016 -4.145
H -4.758 3.015 -5.013
H -5.449 3.587 -3.497
H -2.757 3.835 -3.242
H -0.573 4.065 -2.536
H 1.222 4.690 -1.869
H 2.279 3.316 -2.165
H 1.666 4.549 0.564
H 3.129 4.766 -0.383
H 3.524 3.051 1.352
H 3.554 2.280 -0.231
H 2.246 2.365 2.816
H 1.173 1.209 4.652
C 0.643 -2.233 -1.991
N 1.002 -2.683 -0.650
C 0.857 -4.129 -0.493
C 1.166 -1.849 0.402
O 0.798 -0.649 0.425
N 1.779 -2.379 1.497
C 1.616 -1.728 2.778
C 2.955 -3.236 1.392
H 1.038 -2.958 -2.700
H 1.073 -1.267 -2.210
H -0.438 -2.163 -2.129
H -0.078 -4.441 -0.967
H 0.834 -4.419 0.549
H 1.669 -4.661 -0.991
H 0.646 -1.243 2.821
H 2.392 -0.977 2.952
H 1.672 -2.482 3.564
H 3.274 -3.310 0.356
H 2.786 -4.238 1.792
H 3.762 -2.773 1.961
C 5.477 -0.884 -1.461
N 4.291 -0.255 -2.035
C 4.144 -0.133 -3.389
C 3.027 0.362 -3.931
C 1.932 0.773 -3.075
O 0.864 1.155 -3.538
N 2.137 0.685 -1.692
C 3.275 0.103 -1.160
O 3.437 -0.088 0.039
H 6.250 -0.924 -2.224
H 5.254 -1.893 -1.117
H 5.830 -0.301 -0.615
H 4.991 -0.454 -3.981
H 2.899 0.455 -4.997
```

These are the Löwdin partial charges, in e, on atoms 1 to 4:
1 Co 0.65
2 C -0.03
3 C -0.25
4 C 0.03

---

Entry 3:
Computed, not measured: a molecular structure, C34H45F3IrN5O6S2Si2, with ωB97M-V/def2-TZVPD.

Calculated values
- HOMO level (spin up / spin down): -0.05 / -2.94 eV
- Net charge: -2
- LUMO level (spin up / spin down): 3.85 / 3.60 eV
- Frontier orbital gap (spin up / spin down): 0.1433 / 0.2405 Ha
- 2S+1: 5

The geometry in XYZ format:
```
98
C34H45F3IrN5O6S2Si2 ωB97M-V/def2-TZVPD
Ir 0.021 0.020 0.122
C 3.400 -0.811 2.174
Si 1.740 -1.265 2.881
C 1.817 -0.390 4.562
C 1.761 -3.133 3.063
N 0.287 -0.793 2.030
C -0.897 -1.324 2.499
C -1.058 -1.921 3.770
C -2.252 -2.494 4.158
C -3.358 -2.490 3.290
C -3.246 -1.910 2.056
C -2.029 -1.309 1.621
N -1.876 -0.715 0.426
Si -2.986 -1.021 -1.054
C -3.520 0.892 -0.940
C -2.649 -0.913 -2.937
C -4.804 -1.605 -0.848
H 4.155 -1.227 2.855
H 3.551 0.269 2.101
H 3.556 -1.240 1.175
H 2.835 -0.451 4.966
H 1.130 -0.777 5.321
H 1.577 0.673 4.416
H 2.630 -3.545 2.539
H 0.866 -3.554 2.593
H 1.797 -3.469 4.106
H -0.222 -1.956 4.454
H -2.327 -2.961 5.134
H -4.293 -2.949 3.592
H -4.087 -1.906 1.376
H -2.691 1.580 -1.152
H -3.898 1.119 0.075
H -4.331 1.079 -1.667
H -2.119 -0.001 -3.220
H -3.618 -0.919 -3.454
H -2.080 -1.781 -3.292
H -5.342 -1.006 -0.101
H -4.903 -2.669 -0.590
H -5.303 -1.442 -1.811
C 1.964 -0.947 -7.273
C 1.181 -0.396 -6.083
C 1.371 -1.265 -4.845
N 0.755 -0.673 -3.664
C 1.093 0.497 -3.082
S -0.053 1.347 -2.069
N 2.264 1.119 -3.319
C 3.568 0.684 -3.642
O 4.304 1.499 -4.260
C 4.030 -0.595 -3.128
C 5.279 -1.072 -3.582
C 5.816 -2.245 -3.081
C 5.140 -2.981 -2.104
C 3.924 -2.501 -1.619
C 3.375 -1.329 -2.113
H 1.768 -0.366 -8.179
H 1.693 -1.991 -7.473
H 3.040 -0.910 -7.072
H 0.114 -0.332 -6.317
H 1.527 0.616 -5.860
H 2.437 -1.448 -4.711
H 0.882 -2.230 -4.980
H 0.245 -1.293 -3.050
H 2.227 2.121 -3.176
H 5.798 -0.488 -4.334
H 6.774 -2.595 -3.451
H 5.557 -3.908 -1.728
H 3.388 -3.043 -0.846
H 2.440 -0.982 -1.690
F 9.125 2.356 -1.543
C 8.327 3.166 -0.821
F 8.403 4.399 -1.370
F 8.901 3.271 0.407
C 6.927 2.668 -0.739
C 6.640 1.327 -0.936
C 5.345 0.861 -0.779
C 4.307 1.735 -0.435
C 4.612 3.092 -0.275
C 5.911 3.552 -0.414
C 2.973 1.253 -0.238
C 1.854 0.817 -0.044
H 7.430 0.645 -1.227
H 5.118 -0.186 -0.938
H 3.811 3.784 -0.042
H 6.136 4.604 -0.284
O -0.427 -3.777 0.184
S -0.819 -3.145 -1.059
O -0.668 -3.940 -2.263
O -0.060 -1.834 -1.246
O -2.329 -2.750 -0.930
C -0.962 3.550 3.154
C -0.411 2.908 1.905
N 0.783 3.378 1.470
O -1.041 2.031 1.327
H -0.817 4.634 3.140
H -0.448 3.137 4.028
H -2.020 3.317 3.229
H 1.354 3.931 2.085
H 1.255 2.831 0.759
```

These are the Löwdin partial charges, in e, on atoms 1 to 4:
1 Ir 1.27
2 C -0.19
3 Si 0.42
4 C -0.18

---

Entry 4:
Computed, not measured: a molecular structure, C34H46AsCl2IrN2O4STe, with ωB97M-V/def2-TZVPD.

Calculated values
- HOMO level: -6.80 eV
- LUMO level: -0.24 eV
- Energy relative to the best compared isomer or geometry (same formula, charge and spin): 181.7 kJ/mol
- Frontier orbital gap: 0.2414 Ha

The geometry in XYZ format:
```
92
C34H46AsCl2IrN2O4STe ωB97M-V/def2-TZVPD
Ir -1.214 -0.002 -0.145
C -1.530 1.100 4.817
C -0.702 -0.175 4.871
N 0.493 -0.120 4.020
C 1.791 0.080 4.677
C 2.260 1.526 4.722
C 0.434 -0.307 2.691
S -1.016 -0.928 2.013
N 1.587 -0.153 2.032
C 1.701 0.076 0.751
O 0.800 0.456 -0.066
C 3.083 -0.005 0.191
C 4.197 0.204 0.996
C 5.466 0.204 0.437
C 5.627 -0.016 -0.925
C 4.516 -0.236 -1.729
C 3.247 -0.226 -1.172
H -2.336 1.051 5.550
H -1.976 1.212 3.830
H -0.919 1.978 5.035
H -1.318 -1.017 4.564
H -0.360 -0.360 5.888
H 2.525 -0.517 4.139
H 1.701 -0.314 5.689
H 2.446 1.898 3.715
H 3.189 1.595 5.291
H 1.521 2.172 5.198
H 4.057 0.378 2.055
H 6.331 0.379 1.063
H 6.619 -0.014 -1.359
H 4.640 -0.409 -2.791
H 2.370 -0.407 -1.780
C -0.925 0.313 -4.036
As -0.835 1.261 -2.352
C -2.147 2.632 -2.741
C 0.895 2.181 -2.593
C 0.868 3.221 -3.671
C 1.213 2.904 -4.982
C 1.164 3.865 -5.982
C 0.775 5.163 -5.685
C 0.438 5.494 -4.378
C 0.478 4.528 -3.385
H -0.890 1.036 -4.850
H -1.858 -0.248 -4.077
H -0.090 -0.381 -4.122
H -1.930 3.107 -3.697
H -2.183 3.381 -1.952
H -3.108 2.125 -2.783
H 1.599 1.384 -2.826
H 1.197 2.606 -1.635
H 1.543 1.899 -5.218
H 1.434 3.598 -6.996
H 0.741 5.914 -6.463
H 0.143 6.506 -4.133
H 0.214 4.792 -2.366
C 0.342 3.358 2.141
C -1.082 3.250 1.649
O -1.177 2.461 0.457
H 0.384 3.937 3.065
H 0.971 3.862 1.401
H 0.758 2.369 2.331
H -1.496 4.242 1.452
H -1.715 2.761 2.386
H -0.414 2.657 -0.097
C -1.103 -7.686 1.565
C -1.011 -6.325 0.925
C 0.135 -5.921 0.260
C 0.218 -4.688 -0.387
C 1.502 -4.328 -1.091
C -0.897 -3.842 -0.369
Te -0.909 -2.125 -1.608
C -2.053 -4.210 0.341
C -3.265 -3.321 0.408
C -2.086 -5.446 0.973
H -0.153 -8.215 1.500
H -1.862 -8.292 1.067
H -1.385 -7.606 2.616
H 0.993 -6.586 0.232
H 2.294 -5.025 -0.817
H 1.817 -3.316 -0.832
H 1.380 -4.359 -2.176
H -3.003 -2.310 0.712
H -3.992 -3.717 1.118
H -3.741 -3.250 -0.574
H -2.986 -5.740 1.505
Cl -6.059 1.764 -0.171
C -5.500 0.080 -0.370
Cl -6.341 -0.710 -1.703
C -3.987 0.111 -0.590
O -3.297 -0.045 0.491
O -3.507 0.276 -1.695
H -5.742 -0.448 0.544
```

These are the Löwdin partial charges, in e, on atoms 1 to 4:
1 Ir 0.64
2 C -0.07
3 C -0.23
4 N -0.11

---

Entry 5:
Computed, not measured: a molecular structure, C34H46Cl2N2OPPdSi3, with ωB97M-V/def2-TZVPD.

Calculated values
- HOMO level: -2.85 eV
- Net charge: -1
- LUMO level: 2.51 eV
- Frontier orbital gap: 0.1967 Ha

The geometry in XYZ format:
```
90
C34H46Cl2N2OPPdSi3 ωB97M-V/def2-TZVPD
Pd 0.187 -0.535 -0.646
N 2.369 0.188 0.859
C 2.858 -0.979 1.448
C 4.216 -1.212 1.598
C 4.676 -2.410 2.140
C 3.763 -3.370 2.554
C 2.407 -3.137 2.440
C 1.922 -1.940 1.899
P 0.173 -1.646 1.472
C -0.284 -0.442 2.803
C -1.597 0.044 2.846
C -1.973 0.987 3.779
C -1.040 1.498 4.677
C 0.276 1.054 4.616
C 0.651 0.102 3.691
C -0.652 -3.119 2.118
C -0.775 -3.287 3.514
C -1.278 -4.457 4.035
C -1.663 -5.497 3.198
C -1.524 -5.349 1.815
C -1.019 -4.183 1.286
H 3.076 0.892 0.697
H 1.535 0.557 1.308
H 4.924 -0.454 1.293
H 5.738 -2.588 2.240
H 4.117 -4.304 2.965
H 1.704 -3.885 2.779
H -2.324 -0.343 2.148
H -3.001 1.323 3.823
H -1.332 2.230 5.418
H 1.009 1.440 5.314
H 1.672 -0.259 3.676
H -0.475 -2.485 4.175
H -1.365 -4.572 5.109
H -2.047 -6.419 3.611
H -1.812 -6.159 1.159
H -0.904 -4.079 0.213
C -0.195 2.793 0.939
O -0.053 1.824 -0.065
Si 0.364 2.129 -1.643
C 2.080 2.986 -1.751
C -0.767 3.499 -2.371
C 0.229 0.479 -2.484
Si -1.448 -0.332 -2.690
C -2.810 0.543 -1.648
C -1.767 -2.220 -2.354
C -1.938 -0.094 -4.538
Si 1.722 -0.552 -2.934
C 3.342 -0.608 -1.909
C 1.379 -2.419 -3.236
C 2.276 0.143 -4.642
H -1.000 3.489 0.693
H 0.735 3.358 1.060
H -0.438 2.295 1.878
H 2.064 3.956 -1.262
H 2.317 3.158 -2.795
H 2.894 2.414 -1.324
H -0.446 4.485 -2.046
H -1.807 3.390 -2.087
H -0.724 3.487 -3.453
H -2.495 -0.933 -0.222
H -3.762 0.469 -2.190
H -2.572 1.599 -1.570
H -1.259 -2.549 -1.442
H -1.413 -2.840 -3.170
H -2.831 -2.408 -2.232
H -1.991 0.959 -4.789
H -2.897 -0.545 -4.768
H -1.194 -0.545 -5.187
H 3.194 -1.171 -0.993
H 3.704 0.383 -1.666
H 4.119 -1.114 -2.475
H 0.997 -2.904 -2.342
H 2.296 -2.928 -3.512
H 0.671 -2.573 -4.040
H 2.656 1.152 -4.538
H 1.436 0.173 -5.327
H 3.057 -0.461 -5.091
Cl -4.268 2.711 -0.022
C -4.975 1.166 0.321
C -6.309 1.162 0.742
C -6.906 -0.023 1.125
C -6.180 -1.200 1.103
C -4.854 -1.181 0.660
Cl -3.977 -2.688 0.606
C -4.219 -0.010 0.218
N -2.949 -0.025 -0.318
H -6.849 2.094 0.773
H -7.940 -0.026 1.439
H -6.629 -2.135 1.397
```

These are the Löwdin partial charges, in e, on atoms 1 to 4:
1 Pd 0.30
2 N 0.08
3 C -0.37
4 C -0.05

---

Maximum force / eV Å⁻¹: 0.585; 0.922; 1.480; 2.732; 3.040